[1]
{"formula": "C3H3NOS2", "method": "ωB97M-V with the def2-TZVPD basis set", "species": ["S", "S", "O", "N", "C", "C", "C", "H", "H", "H"], "xyz": [[-1.117, -1.584, -0.493], [2.422, -0.939, -0.172], [1.150, 1.298, -0.621], [-0.113, 1.923, -0.456], [-0.895, 1.091, 0.082], [-0.270, -0.230, 0.370], [1.129, 0.033, -0.160], [-0.168, -2.495, -0.283], [-1.908, 1.356, 0.284], [-0.231, -0.452, 1.448]], "orbital_gap_ev": 8.8806, "smiles": "S=C1ON=C[C@H]1S", "de_lowest_kcal_mol": 53.8, "charge": 0}

=====

[2]
{"formula": "C48H70CsF5GeN5O7PS2SbSe", "method": "ωB97M-V with the def2-TZVPD basis set", "species": ["Cs", "Sb", "Se", "Ge", "S", "S", "P", "F", "F", "F", "F", "F", "O", "O", "O", "O", "O", "O", "O", "N", "N", "N", "N", "N", "C", "C", "C", "C", "C", "C", "C", "C", "C", "C", "C", "C", "C", "C", "C", "C", "C", "C", "C", "C", "C", "C", "C", "C", "C", "C", "C", "C", "C", "C", "C", "C", "C", "C", "C", "C", "C", "C", "C", "C", "C", "C", "C", "C", "C", "C", "C", "C", "H", "H", "H", "H", "H", "H", "H", "H", "H", "H", "H", "H", "H", "H", "H", "H", "H", "H", "H", "H", "H", "H", "H", "H", "H", "H", "H", "H", "H", "H", "H", "H", "H", "H", "H", "H", "H", "H", "H", "H", "H", "H", "H", "H", "H", "H", "H", "H", "H", "H", "H", "H", "H", "H", "H", "H", "H", "H", "H", "H", "H", "H", "H", "H", "H", "H", "H", "H", "H", "H"], "xyz": [[0.296, 1.527, -0.494], [2.160, 3.973, 1.522], [-0.252, 0.315, 4.421], [2.067, -2.891, 1.026], [-1.539, 1.548, -6.296], [1.803, -0.645, 1.272], [-2.618, 2.232, 0.983], [-0.296, 2.763, 6.357], [0.271, 2.917, 8.950], [1.248, -1.673, 9.054], [0.693, -1.878, 6.463], [1.048, 0.713, 10.337], [-1.438, 3.218, 1.524], [-3.877, 3.267, 1.193], [-2.477, 0.816, -7.098], [0.343, 1.217, -3.067], [0.508, -0.627, -1.808], [-2.314, 2.385, -0.610], [-1.508, 2.981, -6.282], [-4.178, -7.021, -1.063], [-5.616, -5.280, -1.836], [-1.898, -0.972, 1.202], [-1.725, 1.087, -4.751], [4.535, 0.150, 1.155], [-4.682, -4.367, -1.549], [-3.249, -6.097, -0.802], [2.837, 6.022, 3.869], [5.190, 4.963, 1.479], [-5.011, -2.959, -1.876], [-0.338, -0.861, -4.027], [-1.995, 4.770, 3.327], [-1.727, -0.360, -4.425], [0.340, -3.397, 0.285], [0.073, 0.991, -6.753], [-0.074, -5.937, 0.487], [4.786, -5.018, 1.065], [0.214, -0.079, -7.626], [-2.251, 3.676, -1.251], [-3.806, -1.843, 0.026], [0.078, 1.628, 6.972], [3.433, -0.201, 1.211], [0.160, 0.431, 6.260], [2.447, 1.121, -6.490], [2.388, 6.964, 0.451], [0.864, -0.583, 8.369], [1.705, 5.200, 3.249], [1.488, -0.542, -7.925], [4.119, -4.586, -0.240], [3.537, -3.167, -0.215], [-5.914, 2.261, 0.299], [-4.583, -1.875, -1.234], [-5.138, 2.673, 1.535], [3.994, -0.493, -7.654], [1.185, 1.600, -6.183], [0.369, 1.734, 8.318], [-3.450, -4.752, -1.028], [5.416, -6.403, 0.963], [-3.327, -2.565, 2.259], [-2.211, -1.733, 2.252], [-2.698, -1.018, 0.138], [-4.125, -2.626, 1.133], [2.616, 0.044, -7.358], [2.220, 5.515, -0.010], [0.230, -0.036, -2.878], [0.260, -4.759, -0.428], [0.764, 0.623, 9.029], [4.295, 3.774, 1.830], [-3.168, 3.677, -2.453], [0.990, -6.226, 1.546], [0.571, -0.665, 7.021], [-1.448, 3.404, 2.969], [-5.314, -6.551, -1.571], [3.682, 5.391, 4.154], [-1.563, -1.645, 3.122], [1.057, 2.428, -5.495], [-3.035, 4.873, 3.014], [-4.197, 3.495, -2.138], [-0.425, 3.274, 3.303], [3.342, -5.314, -0.499], [4.411, 3.485, 2.878], [1.193, -4.974, -0.962], [3.318, 1.587, -6.042], [-2.884, 2.907, -3.171], [-2.681, -4.022, -0.810], [-3.555, -3.156, 3.138], [4.048, -0.910, -8.661], [-0.671, -0.531, -8.058], [-5.682, 3.422, 2.105], [-3.122, 4.646, -2.957], [6.246, 4.695, 1.588], [-6.067, 3.119, -0.359], [-5.641, -2.840, -2.751], [1.316, 4.493, 3.985], [-6.890, 1.852, 0.575], [2.366, -3.406, 2.441], [1.607, -1.377, -8.608], [4.311, -2.439, 0.040], [-4.976, 1.810, 2.187], [0.341, -0.775, -4.879], [-2.414, -0.382, -0.699], [-2.536, 4.451, -0.544], [2.349, 7.656, -0.397], [4.052, -5.013, 1.876], [-2.126, -0.913, -5.272], [-2.420, -0.503, -3.594], [6.199, -6.422, 0.199], [-2.014, 2.602, 3.448], [4.577, 2.896, 1.247], [-4.816, -0.907, -1.671], [1.052, -5.425, 2.285], [1.290, 5.403, -0.573], [-1.929, 4.905, 4.410], [-6.080, -7.284, -1.799], [-2.308, -6.457, -0.396], [-1.414, 5.559, 2.843], [4.668, -7.153, 0.689], [5.548, -4.280, 1.335], [-0.512, -4.696, -1.202], [5.866, -6.711, 1.910], [4.862, -4.641, -1.043], [-4.996, -3.272, 1.104], [-0.221, -6.830, -0.129], [5.047, 5.289, 0.446], [0.866, 5.839, 2.959], [1.979, -6.340, 1.088], [2.491, 6.527, 4.776], [-1.032, -5.736, 0.981], [4.255, -1.289, -6.952], [3.027, 5.225, -0.687], [0.123, -2.587, -0.419], [3.344, 7.117, 0.953], [-1.024, 1.554, -4.163], [0.768, -7.149, 2.087], [5.004, 5.823, 2.125], [-0.394, -1.905, -3.719], [3.151, -2.885, -1.198], [4.751, 0.287, -7.563], [-5.365, 1.495, -0.258], [1.599, 7.260, 1.148], [3.210, 6.790, 3.190], [-0.403, -3.330, 1.084], [-1.215, 3.848, -1.558]], "orbital_gap_ev": 5.6892, "de_lowest_kcal_mol": 49.8, "charge": -1}

=====

[3]
{"formula": "ClH18O9", "method": "ωB97M-V with the def2-TZVPD basis set", "species": ["Cl", "O", "O", "O", "O", "O", "O", "O", "O", "O", "H", "H", "H", "H", "H", "H", "H", "H", "H", "H", "H", "H", "H", "H", "H", "H", "H", "H"], "xyz": [[-0.026, 0.040, -0.314], [0.224, -2.178, 0.236], [2.260, -0.729, 0.803], [0.330, 2.415, 0.929], [0.843, -1.269, -2.197], [-1.758, 0.474, -1.795], [-0.494, 0.656, 2.138], [-1.850, 2.125, 0.227], [1.921, 0.328, -1.459], [-1.975, -1.042, 1.102], [1.381, -0.694, 0.426], [2.783, -0.153, 0.245], [-1.171, -0.992, 0.586], [-0.898, 0.480, -1.376], [-0.157, 1.752, 0.440], [1.247, -2.015, -1.754], [-0.431, 0.211, 1.292], [0.454, -0.752, -1.492], [-1.780, -0.347, -2.286], [-1.533, 1.222, 0.257], [-0.388, -2.735, 0.717], [-0.330, -1.658, -0.345], [2.421, 0.767, -0.771], [-1.490, 2.478, -0.587], [0.102, 0.172, 2.709], [-1.720, -0.737, 1.973], [1.001, 1.922, 1.400], [1.035, 0.258, -1.105]], "orbital_gap_ev": 9.2920, "de_lowest_kcal_mol": 338.5, "charge": -1}

=====

[4]
{"formula": "C17H34BCl2CoF6NO16S2", "method": "ωB97M-V with the def2-TZVPD basis set", "species": ["Co", "Cl", "Cl", "S", "S", "F", "F", "F", "F", "F", "F", "O", "O", "O", "O", "O", "O", "O", "O", "O", "O", "O", "O", "O", "O", "O", "O", "N", "C", "C", "C", "C", "C", "C", "C", "C", "C", "C", "C", "C", "C", "C", "C", "C", "C", "B", "H", "H", "H", "H", "H", "H", "H", "H", "H", "H", "H", "H", "H", "H", "H", "H", "H", "H", "H", "H", "H", "H", "H", "H", "H", "H", "H", "H", "H", "H", "H", "H", "H", "H"], "xyz": [[-0.773, 0.282, 1.504], [1.484, 4.760, -5.009], [0.066, 6.271, -2.951], [-3.912, -0.585, 1.336], [-2.648, -1.948, 3.056], [-3.475, 0.482, 0.271], [1.048, 0.260, -1.313], [0.769, 1.552, 0.630], [-0.997, 0.736, -0.508], [-1.193, -2.007, 3.716], [0.293, 2.382, -1.491], [-2.340, -1.767, -2.971], [-2.216, -2.401, -5.126], [-2.943, -3.771, -3.473], [-4.792, 0.077, 2.208], [-2.102, 4.243, 1.533], [-2.781, -3.198, 2.427], [1.380, 1.875, 4.550], [-2.742, 3.330, 3.363], [-1.857, 2.011, 1.791], [6.993, -1.758, -2.405], [-3.490, -1.625, 4.145], [1.995, -0.184, 4.550], [-4.306, -1.677, 0.544], [4.956, -1.528, -3.062], [0.285, 0.423, 3.225], [6.203, 0.324, -2.778], [-2.357, -0.737, 2.041], [1.171, 0.679, 4.032], [-4.168, 2.575, 5.123], [6.053, -0.871, -2.718], [-3.042, 2.190, 4.206], [-2.228, 3.110, 2.183], [-3.444, -5.520, -5.107], [2.999, -2.341, 4.780], [0.652, 4.662, -3.458], [-2.012, -0.421, -3.332], [-2.475, -4.973, -4.077], [-1.700, 4.166, 0.151], [3.847, -0.729, -3.528], [-2.483, -2.621, -3.974], [0.938, 2.985, 3.795], [8.218, -1.230, -1.903], [2.593, -1.538, -3.411], [1.838, -1.582, 4.187], [0.344, 1.260, -0.703], [8.803, -2.063, -1.529], [1.391, 4.366, -2.727], [1.772, -0.895, -3.739], [-0.632, 4.396, 0.104], [-2.266, 0.264, -2.534], [3.930, -2.193, 4.236], [-4.417, 1.684, 5.705], [-2.145, 5.019, -0.353], [1.745, -1.698, 3.111], [8.026, -0.487, -1.132], [3.809, 0.266, -3.086], [-4.337, -5.879, -4.591], [1.370, 3.034, 2.796], [-2.525, -0.181, -4.262], [8.774, -0.766, -2.720], [-2.271, -5.684, -3.275], [-2.128, 1.967, 4.764], [-5.068, 2.777, 4.541], [2.720, -3.393, 4.785], [-0.939, -0.376, -3.527], [-3.952, 3.414, 5.777], [-2.997, -6.401, -5.572], [-1.482, -4.844, -4.522], [1.220, 3.906, 4.301], [2.364, -1.683, -2.353], [0.945, -1.939, 4.694], [2.608, -2.480, -3.946], [-3.291, 1.308, 3.622], [-3.717, -4.768, -5.841], [3.137, -2.003, 5.806], [-1.872, 3.198, -0.299], [-0.181, 3.975, -3.456], [-0.150, 3.038, 3.745], [4.108, -0.507, -4.571]], "orbital_gap_ev": [10.2462, 9.1181], "multiplicity": 4, "de_lowest_kcal_mol": 0.0, "charge": 0}